one.
This record from the OMol25 dataset describes a 2-piece molecular cluster, C9H14 overall. The level of theory is ωB97M-V/def2-TZVPD.

```
23
Properties=species:S:1:pos:R:3:nbo_charge:R:1
C -2.9542 1.8026 -0.7623 -0.64
C -2.3693 0.6421 -0.0810 -0.02
C -2.4787 -0.5773 -0.8737 -0.21
C -1.8782 -1.7483 -0.3867 -0.20
C -1.1896 -1.6056 0.8898 -0.21
C -1.2059 -0.5129 1.6374 -0.21
C -1.7566 0.6836 1.1443 -0.21
H -2.3298 2.1267 -1.6295 0.22
H -3.0913 2.6593 -0.0499 0.21
H -3.9165 1.7485 -1.2283 0.22
H -2.9051 -0.3798 -1.8141 0.21
H -1.8232 -2.7520 -0.8012 0.22
H -0.8326 -2.5530 1.3414 0.20
H -0.9160 -0.5948 2.6143 0.21
H -1.6812 1.5822 1.7488 0.21
C 4.0074 -0.2853 -0.9242 -0.63
C 3.8617 0.0470 0.5284 -0.63
H 4.0010 -1.2764 -1.4050 0.22
H 3.3538 0.3842 -1.5597 0.20
H 4.9408 0.3503 -1.0887 0.20
H 3.6881 1.0957 0.7337 0.23
H 2.8771 -0.1806 0.9268 0.20
H 4.5981 -0.6562 1.0394 0.21
```

Summary:
- E_LUMO (hartree) = 0.034
- E_HOMO (eV) = -9.0
- gap between HOMO and LUMO (hartree) = 0.36296
- SMILES = Cc1ccccc1.CC

two.
This record from the OMol25 dataset describes a 2-piece molecular cluster, C9H14 overall. The level of theory is ωB97M-V/def2-TZVPD.

```
23
Properties=species:S:1:pos:R:3:nbo_charge:R:1
C -1.6785 -1.3985 1.5812 -0.64
C -1.7813 -0.6244 0.3036 -0.02
C -2.4586 -1.1715 -0.7945 -0.21
C -2.3283 -0.5485 -2.0318 -0.21
C -1.4770 0.5370 -2.1831 -0.21
C -1.1879 1.3100 -1.0621 -0.21
C -1.2346 0.6402 0.1598 -0.22
H -1.5920 -2.4717 1.4077 0.22
H -2.4073 -1.2501 2.3840 0.22
H -0.7510 -1.1165 2.0870 0.22
H -3.1961 -1.9557 -0.6722 0.21
H -2.6966 -1.0305 -2.9288 0.21
H -1.0939 0.8375 -3.1526 0.21
H -0.8043 2.3186 -1.0936 0.22
H -0.9668 1.1494 1.0828 0.21
C 3.3859 0.7140 1.3619 -0.61
C 3.0308 0.4957 -0.1077 -0.61
H 4.4677 0.7512 1.4672 0.21
H 2.7621 1.5206 1.7454 0.20
H 3.1128 -0.1468 1.9643 0.20
H 3.5335 -0.3987 -0.4742 0.20
H 3.3985 1.3214 -0.7180 0.20
H 1.9631 0.5173 -0.3264 0.21
```

Summary:
- E_LUMO (hartree) = 0.035
- E_HOMO (eV) = -8.9
- gap between HOMO and LUMO (hartree) = 0.36198
- SMILES = Cc1ccccc1.CC

What should be chosen as the most stable of them? Choose two.

one.
This record from the OMol25 dataset describes a 2-piece molecular cluster, C9H14 overall. The level of theory is ωB97M-V/def2-TZVPD.

```
23
Properties=species:S:1:pos:R:3:nbo_charge:R:1
C -2.4722 -0.6918 1.4688 -0.63
C -1.0707 -0.1942 1.2024 -0.01
C -0.0332 -1.0585 0.8854 -0.21
C 1.2360 -0.5679 0.5883 -0.21
C 1.5410 0.7712 0.7626 -0.23
C 0.5185 1.6434 1.1026 -0.21
C -0.7739 1.1692 1.2914 -0.22
H -3.0791 0.1367 1.8314 0.21
H -2.5067 -1.5365 2.1369 0.22
H -2.9465 -0.9646 0.5187 0.22
H -0.2437 -2.1214 0.8210 0.21
H 1.8561 -1.2969 0.0777 0.21
H 2.5427 1.1034 0.5126 0.22
H 0.6770 2.6960 1.3293 0.21
H -1.6014 1.8684 1.3600 0.21
C 0.6722 0.4226 -2.9825 -0.60
C 0.5812 -1.1010 -2.7146 -0.61
H -0.2438 0.7989 -3.4474 0.20
H 0.8428 0.8861 -2.0178 0.21
H 1.5056 0.6527 -3.6395 0.20
H -0.4014 -1.2804 -2.2969 0.21
H 1.4872 -1.3863 -2.2094 0.21
H 0.3807 -1.6248 -3.6637 0.20
```

Summary:
- E_LUMO (hartree) = 0.038
- E_HOMO (eV) = -9.1
- gap between HOMO and LUMO (hartree) = 0.37138
- SMILES = Cc1ccccc1.CC

two.
This record from the OMol25 dataset describes a 2-piece molecular cluster, C9H14 overall. The level of theory is ωB97M-V/def2-TZVPD.

```
23
Properties=species:S:1:pos:R:3:nbo_charge:R:1
C 0.6117 -2.2590 0.0432 -0.64
C -0.6351 -1.4818 -0.3309 0.00
C -0.6557 -0.0967 -0.1748 -0.22
C -1.6613 0.5475 -0.9012 -0.19
C -2.6935 -0.1321 -1.5279 -0.24
C -2.7687 -1.5101 -1.4788 -0.20
C -1.6618 -2.1879 -0.9548 -0.23
H 0.4025 -3.0069 0.8166 0.22
H 1.3253 -1.6166 0.5629 0.21
H 1.1064 -2.7376 -0.7992 0.22
H -0.0110 0.5691 0.3741 0.22
H -1.5370 1.6194 -1.0129 0.21
H -3.4801 0.4773 -1.9425 0.21
H -3.7208 -2.0172 -1.5426 0.22
H -1.3452 -3.1898 -1.2167 0.21
C 2.6004 1.7715 0.7864 -0.61
C 1.5650 2.5426 1.6171 -0.61
H 2.3966 1.6534 -0.2740 0.21
H 3.6212 2.0963 0.9773 0.21
H 2.5639 0.7917 1.2788 0.20
H 1.3440 3.5692 1.3206 0.20
H 1.9591 2.6680 2.6318 0.20
H 0.6740 1.9298 1.7477 0.20
```

Summary:
- E_LUMO (hartree) = 0.038
- E_HOMO (eV) = -9.0
- gap between HOMO and LUMO (hartree) = 0.36836
- SMILES = Cc1ccccc1.CC

three.
This record from the OMol25 dataset describes a 2-piece molecular cluster, C9H14 overall. The level of theory is ωB97M-V/def2-TZVPD.

```
23
Properties=species:S:1:pos:R:3:nbo_charge:R:1
C 2.2220 -0.0103 -2.2935 -0.64
C 1.7300 0.4180 -0.8809 -0.01
C 1.1338 1.6675 -0.9093 -0.22
C 0.2351 2.0116 0.1188 -0.20
C 0.2633 1.2844 1.3342 -0.23
C 1.2161 0.2059 1.3716 -0.21
C 1.8469 -0.2864 0.2658 -0.25
H 2.6276 -1.2000 -2.1537 0.22
H 3.1883 0.4161 -2.6172 0.22
H 1.4507 0.3598 -3.0034 0.23
H 1.4043 2.3432 -1.7309 0.21
H -0.2398 2.9234 0.0608 0.20
H -0.2540 1.7428 2.2762 0.23
H 1.4715 -0.0237 2.4143 0.21
H 2.7421 -0.9674 0.3533 0.22
C -3.0551 -1.4198 1.2901 -0.62
C -2.1345 -1.3482 0.0506 -0.63
H -4.1097 -1.8110 1.0470 0.20
H -2.6890 -1.9597 2.1772 0.20
H -3.3333 -0.5216 1.7536 0.20
H -2.4505 -0.4432 -0.4100 0.21
H -0.9750 -1.1666 0.1829 0.22
H -2.2909 -2.2145 -0.6974 0.21
```

Summary:
- E_LUMO (hartree) = 0.037
- E_HOMO (eV) = -8.8
- gap between HOMO and LUMO (hartree) = 0.36176
- SMILES = Cc1ccccc1.CC

What should be chosen as the most stable of them? Choose one.

one.
This record from the OMol25 dataset describes a 2-piece molecular cluster, C9H14 overall. The level of theory is ωB97M-V/def2-TZVPD.

```
23
Properties=species:S:1:pos:R:3:nbo_charge:R:1
C -0.2087 -0.5059 2.0688 -0.64
C -1.0971 -0.7884 0.8438 0.01
C -0.5682 -0.8736 -0.4083 -0.24
C -1.2883 -1.2896 -1.4947 -0.19
C -2.6652 -1.5353 -1.3096 -0.23
C -3.2494 -1.4113 0.0110 -0.19
C -2.4685 -1.0220 1.1125 -0.23
H 0.6648 0.0289 1.6174 0.21
H 0.0615 -1.4092 2.6527 0.23
H -0.7563 0.2779 2.6239 0.21
H 0.4700 -0.6310 -0.6839 0.21
H -0.7881 -1.5402 -2.4265 0.21
H -3.1019 -1.8057 -2.2654 0.22
H -4.3619 -1.5250 0.0990 0.21
H -3.0367 -0.8625 1.9440 0.21
C 2.4734 1.2638 -0.2115 -0.61
C 3.0831 2.4595 -0.9085 -0.60
H 3.3823 0.6487 0.1634 0.21
H 1.7123 1.5651 0.5828 0.21
H 1.9935 0.6215 -0.9637 0.19
H 2.3331 3.2729 -1.1191 0.20
H 3.8101 2.9399 -0.1719 0.20
H 3.6061 2.1216 -1.7563 0.20
```

Summary:
- E_LUMO (hartree) = 0.037
- E_HOMO (eV) = -8.9
- gap between HOMO and LUMO (hartree) = 0.36382
- SMILES = Cc1ccccc1.CC

two.
This record from the OMol25 dataset describes a 2-piece molecular cluster, C9H14 overall. The level of theory is ωB97M-V/def2-TZVPD.

```
23
Properties=species:S:1:pos:R:3:nbo_charge:R:1
C 0.6628 2.1434 -1.0432 -0.66
C 0.4344 0.7169 -1.3813 -0.04
C 1.0248 -0.2863 -0.5875 -0.19
C 0.7040 -1.5985 -0.7856 -0.21
C -0.0641 -1.9471 -1.9077 -0.22
C -0.5838 -1.0132 -2.7560 -0.21
C -0.3110 0.3459 -2.4763 -0.20
H 1.7207 2.4472 -1.0064 0.22
H 0.2622 2.5945 -0.1208 0.23
H 0.1437 2.9342 -1.6192 0.22
H 1.6564 0.0423 0.2410 0.21
H 0.9519 -2.3509 -0.0367 0.22
H -0.0919 -3.0229 -2.0898 0.21
H -1.1741 -1.1970 -3.6406 0.22
H -0.4803 1.1824 -3.1515 0.21
C -0.8895 -0.0568 2.0888 -0.60
C -0.3137 -0.2124 3.5276 -0.61
H -0.3467 0.6785 1.5052 0.20
H -0.8579 -1.0149 1.5654 0.20
H -1.9399 0.2424 2.2334 0.20
H -1.0294 -0.7794 4.1049 0.21
H -0.1798 0.7692 3.9609 0.20
H 0.7013 -0.6176 3.3752 0.20
```

Summary:
- E_LUMO (hartree) = 0.035
- E_HOMO (eV) = -9.0
- gap between HOMO and LUMO (hartree) = 0.36585
- SMILES = Cc1ccccc1.CC

three.
This record from the OMol25 dataset describes a 2-piece molecular cluster, C9H14 overall. The level of theory is ωB97M-V/def2-TZVPD.

```
23
Properties=species:S:1:pos:R:3:nbo_charge:R:1
C -2.4489 2.2438 0.9562 -0.63
C -1.1511 1.6193 0.5518 -0.03
C -0.4721 2.1511 -0.5594 -0.20
C 0.8682 1.8916 -0.8729 -0.20
C 1.3410 0.8323 -0.1077 -0.22
C 0.7762 0.2891 1.0313 -0.23
C -0.5155 0.6801 1.3539 -0.20
H -3.1863 2.4351 0.1695 0.22
H -2.2417 3.2095 1.4486 0.22
H -2.8956 1.6455 1.7497 0.21
H -0.9057 2.9660 -1.1358 0.20
H 1.4181 2.4622 -1.6067 0.22
H 2.4142 0.6799 -0.2796 0.20
H 1.5589 -0.2567 1.5524 0.23
H -0.9365 0.2381 2.2515 0.21
C 1.0066 -3.2120 -0.1493 -0.61
C 0.5916 -2.5433 -1.4497 -0.61
H 2.0947 -3.2831 -0.1283 0.20
H 0.7249 -2.5878 0.6885 0.20
H 0.5795 -4.2196 -0.1021 0.20
H -0.4441 -2.7784 -1.6803 0.20
H 1.0910 -3.0444 -2.2799 0.20
H 0.7326 -1.4184 -1.4018 0.22
```

Summary:
- E_LUMO (hartree) = 0.038
- E_HOMO (eV) = -9.0
- gap between HOMO and LUMO (hartree) = 0.36787
- SMILES = Cc1ccccc1.CC

four.
This record from the OMol25 dataset describes a 2-piece molecular cluster, C9H14 overall. The level of theory is ωB97M-V/def2-TZVPD.

```
23
Properties=species:S:1:pos:R:3:nbo_charge:R:1
C 1.2249 1.8332 -2.0824 -0.63
C 0.2815 1.1481 -1.1203 -0.01
C -0.2403 -0.1087 -1.3478 -0.22
C -1.2438 -0.6720 -0.5346 -0.20
C -1.8484 0.1799 0.3870 -0.22
C -1.3500 1.4732 0.6069 -0.21
C -0.2469 1.9181 -0.0856 -0.21
H 2.0784 2.1825 -1.5041 0.22
H 0.7921 2.6217 -2.6953 0.22
H 1.5914 1.1125 -2.8164 0.21
H 0.0441 -0.5902 -2.2783 0.21
H -1.4614 -1.7290 -0.5637 0.22
H -2.7451 -0.1410 0.8895 0.21
H -1.9167 2.0178 1.3514 0.21
H 0.1672 2.8877 0.1667 0.21
C 1.4432 -2.0947 1.1413 -0.62
C 0.9750 -2.6453 2.4950 -0.61
H 0.5765 -2.3115 0.5067 0.20
H 1.4040 -1.0094 1.0318 0.21
H 2.2914 -2.4925 0.5927 0.21
H 0.7579 -3.7068 2.4339 0.20
H 1.6603 -2.3755 3.2979 0.20
H 0.0415 -2.1238 2.7136 0.20
```

Summary:
- E_LUMO (hartree) = 0.037
- E_HOMO (eV) = -9.1
- gap between HOMO and LUMO (hartree) = 0.37075
- SMILES = Cc1ccccc1.CC

What should be chosen as the most stable of them? Choose four.